ORCA calculation (ωB97M-V/def2-TZVPD) on a molecular structure, C22H30Cl5OP2PtS at a distorted geometry.

The value obtained for the frontier orbital gap (alpha / beta) is 5.2 / 5.1 eV. Its total charge is +3. As for the spin multiplicity: 1. As for the highest occupied orbital energy (alpha / beta): -17.324 / -17.324 eV.

Each line ends with the natural charge from an NBO analysis.
Cartesian coordinates (Å):
Pt -0.167887 -0.321250 0.065677  0.768
C -0.031788 -0.327846 3.794511  -0.968
P -0.731996 -1.077263 2.307622  1.311
C -2.519621 -1.126031 2.655009  -0.970
C -0.101393 -2.772073 2.141724  -0.438
C 0.444494 -3.421062 3.243107  -0.157
C 0.974165 -4.700343 3.112896  -0.140
C 0.972432 -5.328595 1.879191  -0.139
C 0.420993 -4.688628 0.773587  -0.180
C -0.113896 -3.413116 0.899623  -0.322
P -0.828481 -2.562010 -0.531476  1.323
C -2.576606 -3.027872 -0.610694  -0.972
C -0.042730 -3.151287 -2.044562  -0.979
H 1.048640 -0.424157 3.836713  0.284
H -0.489080 -0.802821 4.665698  0.298
H -0.298414 0.731684 3.810256  0.292
H -2.713497 -2.037460 3.224579  0.300
H -3.138167 -1.103924 1.758088  0.274
H -2.774525 -0.258798 3.265572  0.293
H 0.469964 -2.936191 4.210354  0.240
H 1.396692 -5.194909 3.977237  0.266
H 1.418778 -6.307134 1.762973  0.266
H 0.413083 -5.194746 -0.183389  0.238
H -2.618054 -4.049087 -0.997702  0.308
H -3.134286 -2.374739 -1.285196  0.293
H -3.027613 -2.998181 0.379304  0.274
H -0.302275 -4.199744 -2.202337  0.297
H 1.038569 -3.035487 -1.975710  0.281
H -0.411924 -2.576836 -2.895934  0.292
C -2.775982 2.659311 -3.844043  -0.610
C -2.585651 3.928836 -3.016635  -0.426
C -2.504382 3.665900 -1.520921  -0.539
S -1.028591 2.618457 -1.170525  1.178
O -1.601636 1.360010 -0.487702  -1.066
C -0.193842 3.515483 0.183299  -0.553
C 0.927994 4.400930 -0.348520  -0.422
C 1.867075 4.818475 0.783903  -0.602
H -2.586911 2.853291 -4.897949  0.249
H -3.795190 2.280444 -3.763233  0.226
H -2.096375 1.864850 -3.516766  0.171
H -3.434716 4.593942 -3.187038  0.255
H -1.704320 4.483343 -3.346431  0.222
H -3.346132 3.079833 -1.150520  0.259
H -2.383530 4.582603 -0.944318  0.253
H 0.207106 2.710722 0.812395  0.204
H -0.933304 4.074856 0.757275  0.252
H 0.510185 5.290338 -0.823264  0.234
H 1.494229 3.852820 -1.107555  0.207
H 1.331848 5.382263 1.548010  0.225
H 2.662322 5.451273 0.394996  0.249
H 2.324284 3.944909 1.254315  0.195
Cl 2.688272 -0.588307 2.094488  0.071
C 2.939613 -0.382485 0.414262  0.003
C 1.840410 -0.256440 -0.428698  -0.176
C 2.032040 -0.168121 -1.789286  -0.128
Cl 0.597037 -0.178925 -2.745705  0.133
C 3.296721 -0.115843 -2.352587  -0.088
Cl 3.477825 0.017033 -4.035640  0.168
C 4.414059 -0.186227 -1.494581  -0.033
Cl 5.974077 -0.132184 -2.142665  0.204
C 4.234026 -0.321960 -0.101340  -0.119
Cl 5.575851 -0.419501 0.936272  0.170

Cartesian forces, eV/Å:
-1.77 0.56 -1.41
0.15 0.49 -0.39
1.06 -1.07 -0.46
0.08 0.54 -0.55
0.06 0.20 0.27
-0.18 0.12 0.06
0.00 -0.07 -0.05
0.05 0.03 0.05
-0.16 0.00 -0.14
-0.04 -0.05 -0.29
1.48 -0.36 1.01
-0.12 0.99 -0.03
-0.06 0.39 -0.02
-0.21 -0.01 0.08
-0.16 -0.10 -0.10
0.00 -0.01 0.06
0.12 -0.06 -0.03
-0.02 -0.06 0.03
-0.01 0.03 -0.05
0.03 -0.04 0.02
0.03 0.01 -0.01
-0.05 -0.02 0.02
0.06 -0.03 0.02
0.20 -0.04 0.01
-0.03 -0.06 -0.02
0.02 -0.03 0.00
-0.07 -0.04 0.16
-0.01 -0.04 0.01
-0.02 -0.19 0.06
-0.04 0.05 0.06
-0.15 -0.02 -0.23
0.51 -0.13 -0.07
0.06 1.04 -0.09
-0.04 -1.18 0.81
-0.14 0.01 -0.28
0.12 -0.02 0.11
-0.12 0.03 -0.08
0.03 -0.02 0.01
0.01 -0.01 0.08
0.03 -0.02 -0.11
0.04 0.06 0.07
0.03 -0.04 0.04
0.01 0.00 0.10
-0.09 -0.03 0.05
0.01 -0.01 -0.06
-0.02 -0.08 0.06
-0.01 -0.04 -0.08
-0.04 0.06 -0.03
0.04 0.01 0.03
0.01 0.00 0.04
0.01 0.02 0.01
0.23 -0.09 -0.08
-0.11 -0.09 0.16
-0.19 -1.11 1.24
0.00 -0.22 -0.14
-0.41 0.47 0.13
0.18 0.13 0.13
-0.06 0.03 -0.01
-0.08 -0.06 0.02
-0.10 0.01 0.02
-0.10 0.15 -0.18
-0.05 0.03 -0.04

ORCA calculation (ωB97M-V/def2-TZVPD) on a molecular structure, C22H30ClPTc at a distorted geometry.

The value obtained for the frontier orbital gap (alpha / beta) is 5.6 / 3.1 eV. Its total charge is +2. As for the spin multiplicity: 4. As for the highest occupied orbital energy (alpha / beta): -12.310 / -14.250 eV.

Each line ends with the natural charge from an NBO analysis.
Cartesian coordinates (Å):
C 3.562303 4.228046 -1.002605  -0.036
C 2.757390 5.432312 -1.501706  -0.617
C 4.464956 4.688648 0.139101  -0.617
C 4.455622 3.653263 -2.102943  -0.617
Cl 2.479866 2.997913 -0.457317  -0.092
H 5.117101 5.459703 -0.278285  0.227
H 5.089052 3.880140 0.525825  0.216
H 3.903840 5.122920 0.968786  0.218
H 3.469227 6.178752 -1.860448  0.226
H 2.175043 5.885179 -0.697561  0.218
H 2.083983 5.171825 -2.317362  0.219
H 5.116684 4.450170 -2.450574  0.227
H 3.881052 3.278426 -2.948234  0.217
H 5.077386 2.842022 -1.721904  0.216
C -1.818058 0.311259 2.472666  -0.314
C -0.531335 0.289039 3.149366  -0.280
C 0.256735 1.376808 2.594651  -0.276
H -0.294958 -0.346730 3.987940  0.270
C -0.662135 2.241197 1.891059  -0.125
C -1.902977 1.593645 1.788189  -0.204
H -2.819720 1.983165 1.356328  0.252
H -2.645298 -0.352352 2.732080  0.254
H 1.280966 1.652572 2.826509  0.271
H -0.430163 3.250955 1.560907  0.270
C 0.904474 -2.163723 0.543578  -0.280
C 0.708463 -2.164348 1.979232  -0.303
C 1.532502 -1.102759 2.508769  -0.187
H 0.166274 -2.905113 2.557464  0.263
C 2.240700 -0.490919 1.432408  -0.185
C 1.889178 -1.162670 0.232788  -0.179
H 2.323703 -0.965405 -0.735930  0.272
H 0.444369 -2.848219 -0.154317  0.236
H 1.677616 -0.889726 3.556743  0.268
H 2.975018 0.299359 1.529600  0.283
Tc -0.106352 -0.389375 1.284470  0.498
C -3.904528 -0.857405 -0.151729  -0.930
P -2.294698 -1.742375 0.078807  0.924
C -2.850253 -2.918799 1.365122  -0.933
C -2.357909 -2.867639 -1.402809  -0.379
C -3.004490 -2.491441 -2.595704  -0.019
C -3.216446 -3.425332 -3.615729  0.003
C -2.748594 -4.736131 -3.488374  -0.253
C -2.038721 -5.097160 -2.339936  -0.031
C -1.823269 -4.171242 -1.315830  0.037
H -4.147663 -0.267647 0.744745  0.265
H -4.712926 -1.589034 -0.331113  0.243
H -3.837430 -0.178710 -1.015993  0.244
H -3.888831 -3.215317 1.173847  0.251
H -2.234518 -3.819392 1.338024  0.234
H -2.776321 -2.452926 2.352497  0.260
H -3.368231 -1.470819 -2.714661  0.249
H -3.760322 -3.117362 -4.509677  0.261
H -2.935079 -5.463804 -4.286245  0.276
H -1.659489 -6.115837 -2.239721  0.260
H -1.262792 -4.487604 -0.434794  0.229

Cartesian forces, eV/Å:
1.49 1.64 -0.63
0.15 -0.09 -0.04
0.02 0.05 0.07
-0.06 0.12 -0.04
-1.40 -1.59 0.80
0.05 -0.03 0.21
-0.07 0.01 -0.08
-0.04 -0.03 -0.09
-0.11 0.02 -0.04
0.02 -0.10 0.01
0.03 -0.07 -0.02
-0.02 -0.09 -0.07
-0.08 0.05 -0.03
-0.05 0.02 0.05
0.14 0.90 1.45
-1.24 0.83 0.75
-1.51 1.51 0.82
-0.01 0.14 -0.02
0.46 -1.03 0.05
-0.23 -0.96 0.25
0.33 -0.01 -0.17
0.28 0.48 -0.03
-0.34 -0.09 0.10
0.05 -0.39 -0.33
0.68 -0.33 0.31
0.29 -1.19 0.05
-0.04 -1.10 -0.51
0.21 0.10 -0.11
-0.35 -0.64 -0.61
-0.50 -0.21 0.53
-0.25 0.20 -0.05
0.30 -0.02 0.01
-0.05 0.09 -0.14
-0.27 0.06 -0.15
2.19 1.56 -2.30
0.06 0.00 -0.44
-0.62 0.54 -0.01
0.02 -0.31 -0.13
-0.09 -0.14 0.33
0.68 0.88 2.11
0.01 -1.74 -1.39
0.01 -0.13 -0.19
-0.56 -1.18 -2.12
-0.21 1.98 1.07
0.16 -0.21 -0.31
0.30 0.34 0.12
-0.10 -0.05 0.42
0.20 0.05 0.09
0.01 0.08 0.32
0.04 -0.19 -0.21
0.06 -0.28 -0.03
0.13 -0.14 0.19
0.11 0.32 0.42
-0.10 0.27 -0.02
-0.15 0.10 -0.23

ORCA calculation (ωB97M-V/def2-TZVPD) on a single C22H30N2O2 molecule.

The value obtained for the frontier orbital gap is 9.0 eV. Its SMILES is C/C(=C\c1ccccc1)CN1CCN(Cc2ccc(C)o2)[C@H](CCO)C1. As for the spin multiplicity: 1. As for the highest occupied orbital energy: -8.232 eV.

Each line ends with the natural charge from an NBO analysis.
Cartesian coordinates (Å):
C -4.287401 -2.187936 0.488179  -0.656
C -3.028248 -1.519657 0.028391  0.041
C -2.919720 -0.227641 -0.279475  -0.256
C -3.975856 0.783322 -0.262284  0.030
C -3.706549 2.036858 0.287343  -0.225
C -4.678402 3.017744 0.325358  -0.206
C -5.935295 2.772406 -0.203326  -0.219
C -6.206966 1.542608 -0.778034  -0.207
C -5.237738 0.556261 -0.808405  -0.234
C -1.822149 -2.424627 -0.071044  -0.233
N -0.577729 -1.715607 0.159305  -0.455
C -0.418037 -1.353704 1.554937  -0.218
C 0.824254 -0.484231 1.729047  -0.229
N 1.970707 -1.212714 1.233060  -0.445
C 3.266589 -0.715990 1.651348  -0.258
C 3.653165 0.653616 1.178278  0.260
C 3.276548 1.901745 1.574049  -0.303
C 3.944052 2.815777 0.717512  -0.316
C 4.686169 2.067589 -0.143702  0.284
C 5.587222 2.436657 -1.266667  -0.655
O 4.515467 0.750796 0.131892  -0.446
C 1.827390 -1.569775 -0.166097  -0.050
C 1.713857 -0.388239 -1.155057  -0.473
C 2.485795 -0.662462 -2.445823  -0.053
O 3.835812 -0.990963 -2.223388  -0.735
C 0.585848 -2.460316 -0.280278  -0.218
H -4.079489 -2.819187 1.351896  0.214
H -4.687861 -2.829597 -0.297537  0.217
H -5.043775 -1.458271 0.763164  0.229
H -1.933404 0.141515 -0.530146  0.222
H -2.725967 2.231005 0.699117  0.209
H -4.455873 3.979699 0.764681  0.211
H -6.695135 3.539627 -0.176607  0.212
H -7.179595 1.351551 -1.208728  0.211
H -5.448666 -0.388116 -1.287004  0.212
H -1.937459 -3.275983 0.624875  0.166
H -1.787731 -2.838842 -1.085675  0.210
H -0.312110 -2.255062 2.186265  0.165
H -1.304129 -0.803293 1.877804  0.211
H 0.670975 0.474985 1.210440  0.174
H 0.976704 -0.279231 2.791609  0.200
H 3.271646 -0.722452 2.746585  0.215
H 4.019893 -1.424054 1.294573  0.220
H 2.610075 2.145027 2.376059  0.228
H 3.878090 3.884193 0.744348  0.227
H 5.649405 3.517734 -1.344498  0.231
H 5.214829 2.032912 -2.208322  0.227
H 6.584937 2.031571 -1.101727  0.227
H 2.709400 -2.162166 -0.435781  0.221
H 2.108360 0.520238 -0.697684  0.208
H 0.664930 -0.209645 -1.391679  0.229
H 2.057625 -1.518825 -2.973689  0.169
H 2.412850 0.217669 -3.104965  0.159
H 4.197352 -0.379352 -1.566105  0.477
H 0.739119 -3.370341 0.326337  0.175
H 0.446245 -2.754839 -1.322741  0.199

Cartesian forces, eV/Å:
0.04 0.15 -0.05
-0.06 0.04 0.00
0.19 -0.23 0.04
-0.25 0.15 0.00
-0.02 -0.09 -0.01
-0.01 0.12 0.03
-0.07 0.05 -0.01
-0.14 0.03 -0.01
0.09 0.04 -0.01
0.16 0.14 -0.05
-0.04 -0.23 -0.01
0.08 0.29 0.18
-0.17 -0.20 0.06
-0.01 -0.08 0.20
-0.02 0.02 -0.14
-0.46 0.32 0.76
0.19 -0.67 -0.11
0.32 -0.26 -0.44
-0.17 0.91 0.05
-0.08 -0.33 0.13
0.19 -0.18 -0.19
-0.10 -0.23 -0.25
0.33 -0.25 -0.15
-0.44 0.28 -0.03
0.52 0.01 0.17
0.25 0.04 -0.09
0.01 -0.07 0.04
-0.11 -0.10 -0.02
-0.10 -0.04 0.01
0.15 -0.03 -0.01
0.10 0.02 0.02
0.02 0.06 0.03
-0.05 0.06 0.00
-0.06 -0.01 -0.04
-0.01 -0.10 -0.03
-0.01 0.03 -0.05
0.00 -0.09 0.09
-0.02 0.03 -0.03
0.04 -0.03 0.03
0.00 0.03 0.05
-0.03 0.05 0.00
0.10 0.01 -0.11
0.03 0.02 0.12
-0.15 -0.04 0.21
0.06 0.24 -0.07
0.00 0.05 -0.01
0.02 0.02 -0.10
0.09 0.03 -0.04
-0.11 0.04 0.03
-0.06 0.10 -0.03
-0.03 0.11 -0.01
-0.04 0.06 -0.03
-0.08 -0.18 0.03
-0.04 -0.11 -0.09
-0.01 0.03 -0.07
-0.03 -0.03 -0.02

ORCA calculation (ωB97M-V/def2-TZVPD) on a single C22H30N2O4S molecule at a distorted geometry.

The value obtained for the frontier orbital gap is 8.4 eV. Its SMILES is COc1ccccc1N(C[C@H](O)CN1CCCCC1)S(=O)(=O)c1ccc(C)cc1. As for the spin multiplicity: 1. As for the highest occupied orbital energy: -7.866 eV.

Each line ends with the natural charge from an NBO analysis.
Cartesian coordinates (Å):
C -3.764421 -0.762873 1.977147  -0.251
O -2.604995 -0.810782 1.181837  -0.529
C -2.340101 -1.953441 0.477562  0.356
C -3.113841 -3.105305 0.526629  -0.315
C -2.782210 -4.205215 -0.248576  -0.184
C -1.677859 -4.172501 -1.077872  -0.239
C -0.891904 -3.033505 -1.123841  -0.153
C -1.205290 -1.929254 -0.350831  0.058
N -0.389839 -0.778597 -0.465422  -0.696
C 0.095657 -0.176091 0.764275  -0.248
C 1.521739 0.405554 0.635779  0.074
O 1.498661 1.734498 0.187349  -0.750
C 2.401136 -0.521602 -0.235556  -0.234
N 3.822900 -0.273528 -0.231934  -0.452
C 4.225791 0.971639 -0.860608  -0.220
C 5.726103 0.928442 -1.141428  -0.403
C 6.492878 0.722741 0.160606  -0.396
C 5.979719 -0.538016 0.847744  -0.400
C 4.469577 -0.436429 1.053688  -0.218
S -0.869655 0.199991 -1.735788  2.326
O -1.344860 -0.663408 -2.772907  -0.926
O 0.215696 1.087421 -2.067125  -0.963
C -2.233355 1.158398 -1.096625  -0.272
C -1.999374 2.297322 -0.350748  -0.209
C -3.075013 2.964898 0.210986  -0.212
C -4.374217 2.504005 0.028395  0.008
C -5.534906 3.240231 0.623210  -0.632
C -4.582875 1.361021 -0.738872  -0.227
C -3.515058 0.683398 -1.297106  -0.189
H -4.667061 -0.918369 1.378568  0.180
H -3.728436 -1.498889 2.786512  0.179
H -3.783975 0.239978 2.400834  0.205
H -3.988610 -3.150427 1.155950  0.220
H -3.402420 -5.087666 -0.201432  0.216
H -1.427332 -5.026590 -1.686954  0.218
H -0.030311 -2.973749 -1.768097  0.232
H 0.103894 -0.965093 1.519087  0.221
H -0.574209 0.620857 1.110909  0.216
H 1.935881 0.459402 1.650312  0.181
H 1.194694 1.714410 -0.739809  0.495
H 2.240465 -1.550200 0.103351  0.194
H 2.051117 -0.442501 -1.268134  0.214
H 3.672370 1.077446 -1.796107  0.202
H 3.997005 1.842874 -0.226048  0.177
H 5.934901 0.098829 -1.818669  0.199
H 6.035235 1.856554 -1.625298  0.204
H 7.563890 0.639365 -0.035651  0.205
H 6.335351 1.583498 0.815384  0.192
H 6.473881 -0.679543 1.811061  0.202
H 6.190813 -1.404565 0.219488  0.201
H 4.093537 -1.352933 1.517108  0.195
H 4.260235 0.407535 1.735590  0.158
H -0.990446 2.658019 -0.224419  0.247
H -2.902684 3.854161 0.799493  0.217
H -6.344237 2.557467 0.870825  0.218
H -5.917057 3.966206 -0.094734  0.229
H -5.237163 3.779532 1.518940  0.219
H -5.589740 1.001518 -0.895536  0.215
H -3.649666 -0.206167 -1.892517  0.244

Cartesian forces, eV/Å:
-0.18 0.01 0.15
0.36 -0.40 -0.28
0.07 0.15 0.07
-0.15 0.14 0.17
0.05 0.03 -0.04
0.04 -0.09 -0.05
-0.15 -0.06 0.23
-0.38 -0.61 0.11
-0.41 0.50 -0.86
0.69 0.67 0.46
-0.09 -0.62 0.14
0.04 0.46 -0.30
-0.17 0.29 0.22
-0.04 0.07 0.08
0.31 -0.01 -0.24
-0.10 0.21 0.14
0.02 -0.23 -0.18
-0.09 0.21 0.23
0.21 -0.25 -0.07
-0.17 0.05 -0.14
-0.21 0.02 0.18
-0.11 0.12 0.27
0.51 -0.31 -0.31
0.11 0.14 -0.02
0.00 -0.10 -0.03
0.04 -0.06 0.01
0.00 0.05 -0.06
0.12 0.01 0.01
-0.12 -0.10 -0.14
0.02 -0.01 0.01
-0.01 0.01 -0.04
-0.05 -0.06 0.00
-0.06 0.03 0.07
-0.05 -0.08 0.00
0.03 -0.08 -0.06
0.11 0.02 -0.07
-0.08 0.02 -0.11
0.12 -0.16 0.08
-0.08 -0.10 -0.08
0.17 0.08 0.28
-0.06 -0.04 -0.06
0.03 -0.11 0.08
-0.04 0.07 0.03
-0.03 -0.02 -0.08
0.01 -0.01 -0.09
0.02 0.01 -0.06
0.02 0.07 0.05
0.04 0.06 0.04
0.03 -0.05 0.02
0.01 -0.08 0.02
-0.03 0.04 0.05
-0.04 -0.04 0.03
0.11 0.08 0.08
0.02 0.09 0.05
-0.08 -0.01 0.04
-0.08 0.07 0.01
-0.03 0.04 0.07
-0.10 -0.05 -0.02
-0.11 -0.10 -0.06

- Which formula does entry 2 have?
  C22H30ClPTc